Molecular formula: C10H18F3O8Rb
Method: DFT, ωB97M-V/def2-TZVPD

Structure (XYZ):
```
40
C10H18F3O8Rb (ωB97M-V/def2-TZVPD)
Rb -1.6910 -0.7199 1.3412
C -3.8037 1.7153 -0.6339
O -4.7175 1.3845 -1.6877
O -4.0329 1.1174 0.5026
C -2.4396 1.3770 -1.2269
F -2.1441 2.0653 -2.3387
F -1.4656 1.6924 -0.3127
F -2.2369 0.0681 -1.5342
C -5.7464 2.3135 -1.8672
C -6.5551 1.9463 -3.1142
H -6.9271 0.9232 -3.0340
H -7.3879 2.6462 -3.1956
H -5.9213 1.9795 -3.9985
H -5.3205 3.3174 -2.0385
H -6.3961 2.3818 -0.9878
H -3.7708 2.8295 -0.5590
C 5.8192 -3.9499 1.3131
O 4.7000 -3.0699 1.1932
C 3.4895 -3.6204 1.1939
O 3.2373 -4.7892 1.2152
O 2.5899 -2.6349 1.1816
C 1.2421 -3.0603 1.2176
H 6.2886 -3.7951 2.2813
H 6.5247 -3.6965 0.5229
H 5.5254 -4.9898 1.1929
H 0.9248 -3.5472 0.2914
H 0.6390 -2.1801 1.4091
H 1.0584 -3.8142 1.9915
C 3.4659 2.0377 -0.7873
O 2.5335 0.9654 -0.7507
C 1.9115 0.6524 0.3692
O 1.0360 -0.1708 0.3877
O 2.3608 1.3186 1.4340
C 1.6469 1.1099 2.6398
H 4.0017 1.9437 -1.7288
H 4.1860 2.0313 0.0250
H 2.9397 2.9950 -0.8032
H 2.1193 1.7406 3.3881
H 1.7130 0.0651 2.9443
H 0.6033 1.4210 2.5634
```

Results
2S+1: 1

***

Molecular formula: C10H18FeI2N4O
Method: DFT, ωB97M-V/def2-TZVPD

Structure (XYZ):
```
36
C10H18FeI2N4O (ωB97M-V/def2-TZVPD)
Fe -0.5189 -0.8641 -0.1745
N -1.5505 -1.3690 1.5576
C -2.8919 -0.7210 1.4981
C -3.3856 -0.8964 0.0842
N -2.3226 -0.3314 -0.7885
H -1.6832 -2.3791 1.4936
H -1.0931 -1.2216 2.4538
H -2.7806 0.3391 1.7245
H -3.5831 -1.1394 2.2291
H -4.3508 -0.4155 -0.0717
H -3.5031 -1.9541 -0.1585
H -2.3615 0.6864 -0.8220
H -2.4267 -0.6499 -1.7522
C 0.5818 1.3663 -3.7058
C 0.8895 0.6748 -2.4229
O 0.0076 -0.0114 -1.8411
N 2.0926 0.7932 -1.8870
C 2.4604 0.0603 -0.6897
C 1.8766 0.6747 0.5603
C 2.6936 1.3763 1.4277
C 2.1592 1.9666 2.5616
C 0.7985 1.8515 2.7879
C 0.0446 1.1131 1.9020
N 0.5530 0.5144 0.8051
H -0.0240 0.7118 -4.3297
H 1.4821 1.6544 -4.2434
H -0.0043 2.2639 -3.4974
H 2.7779 1.3848 -2.3351
H 3.5448 0.0412 -0.6289
H 2.1125 -0.9739 -0.7921
H 3.7520 1.4521 1.2172
H 2.7935 2.5065 3.2526
H 0.3241 2.3239 3.6366
H -1.0163 1.0143 2.0544
I 0.8468 -4.7117 -0.3897
I 1.7049 -7.1310 -0.7159
```

Results
2S+1: 2
Net charge: +3

***

Molecular formula: C10H18HfNO5
Method: DFT, ωB97M-V/def2-TZVPD

Structure (XYZ):
```
35
C10H18HfNO5 (ωB97M-V/def2-TZVPD)
Hf -0.3301 0.1440 -0.4069
C 2.1083 -1.7167 -0.8902
O 0.8560 -1.2068 -1.5285
C 0.0267 -2.2061 -2.2357
C -1.0295 -2.7269 -1.2813
O -1.6350 -1.5090 -0.7002
C -2.7444 -1.6310 0.2696
C -3.1288 -0.2005 0.5916
O -1.9058 0.5591 0.9361
C -1.5687 0.6528 2.3902
H 2.4554 -2.5754 -1.4592
H 1.8962 -2.0054 0.1409
H 2.8348 -0.9118 -0.9451
H 0.6731 -3.0009 -2.6049
H -0.4069 -1.6788 -3.0872
H -0.6225 -3.3189 -0.4587
H -1.8019 -3.2917 -1.8043
H -2.3714 -2.1886 1.1315
H -3.5676 -2.1718 -0.1985
H -3.8252 -0.1402 1.4267
H -3.5605 0.3164 -0.2674
H -2.4983 0.6628 2.9535
H -1.0388 1.5911 2.5247
H -0.9601 -0.2075 2.6742
O 2.7556 1.0227 2.1968
C 2.3670 1.6997 1.3230
C 2.7615 3.0495 0.7824
C 1.8803 3.3169 -0.4453
C 0.9863 2.1390 -0.4919
O 0.0236 1.8837 -1.3432
N 1.2079 1.2199 0.4577
H 3.8291 3.0372 0.5575
H 2.6191 3.7853 1.5770
H 2.4328 3.3762 -1.3899
H 1.2816 4.2318 -0.3952
```

Results
2S+1: 1
Net charge: +3

***

Molecular formula: C10H18N
Method: DFT, ωB97M-V/def2-TZVPD

Structure (XYZ):
```
29
C10H18N (ωB97M-V/def2-TZVPD)
C 4.0230 -2.9625 0.1249
C 3.2758 -2.0242 0.0051
C 2.4055 -0.8237 -0.0884
N 3.1612 0.3877 -0.0654
C 2.3032 1.4851 0.2722
C 1.2335 1.8977 -0.7831
C -0.1235 1.1701 -0.7419
C -0.8674 1.2076 0.6041
C -1.6979 -0.0773 0.8192
C -2.7155 -0.3375 -0.2899
C -3.6317 -1.5315 0.0365
H 4.5680 -3.8363 0.3747
H 1.6497 -0.8788 0.7328
H 1.8282 -0.9493 -1.0386
H 1.8368 1.3147 1.2728
H 2.9566 2.3596 0.3893
H 1.6930 1.6684 -1.7498
H 1.0845 2.9853 -0.7621
H -0.0236 0.1450 -1.0895
H -0.7781 1.6613 -1.4747
H -0.1815 1.2740 1.4459
H -1.5413 2.0659 0.6686
H -1.0327 -0.9348 0.9348
H -2.2584 0.0105 1.7584
H -2.2262 -0.5585 -1.2377
H -3.3345 0.5497 -0.4445
H -3.0505 -2.3771 0.4009
H -4.3867 -1.2622 0.7768
H -4.1708 -1.8403 -0.8617
```

Results
2S+1: 1
Net charge: -1

***

Molecular formula: C10H18N2O5
Method: DFT, ωB97M-V/def2-TZVPD

Structure (XYZ):
```
35
C10H18N2O5 (ωB97M-V/def2-TZVPD)
C 1.6237 0.6186 0.0929
C 1.4595 -0.8750 -0.3839
C 1.2291 1.7343 -0.9029
C 0.3916 2.9095 -0.2996
C 1.1127 3.6767 0.8407
C -1.0391 2.4164 0.1055
C -0.3849 -2.3677 -0.9122
C -1.6889 -2.2487 -1.6613
C -0.6997 -3.0682 0.4900
C -1.7881 -2.4062 1.3273
H 3.0898 0.1704 1.5076
H 3.6051 0.2852 0.0584
H 0.9642 0.7117 0.9572
H 0.7354 1.3222 -1.8512
H 2.1248 2.1780 -1.2595
H 0.3142 3.6927 -1.0784
H 1.9102 4.3418 0.4618
H 0.3462 4.2988 1.2706
H 1.5295 2.8519 1.4903
H -1.8124 3.1342 0.4404
H -1.5277 1.6263 -0.5458
H -0.8744 1.8765 1.0541
H -0.5334 -0.3359 -0.7093
H 0.4129 -3.0005 -1.1701
H 0.1998 -3.0419 1.0753
H -0.8696 -4.1820 0.4707
H -3.4526 -1.6925 1.2310
H -2.7187 -3.2638 -0.6003
N 2.9776 0.7609 0.6494
N 0.1548 -1.0497 -0.8616
O 2.2198 -1.7959 -0.3466
O -1.9875 -1.4215 -2.5079
O -1.8157 -2.5647 2.4937
O -2.8377 -1.9653 0.5771
O -2.3704 -3.3264 -1.5038
```

Results
2S+1: 1
Structure (SMILES): CC(C)C[C@H](N)C(=O)N[C@@H](CC(=O)O)C(=O)O

***

Molecular formula: C10H18N5
Method: DFT, ωB97M-V/def2-TZVPD

Structure (XYZ):
```
33
C10H18N5 (ωB97M-V/def2-TZVPD)
C 1.3751 -1.1169 0.1142
C 2.5598 -1.0639 0.7701
C 0.4909 -0.0695 0.0817
C 2.8659 0.0023 1.7189
C 0.7970 1.1464 0.9221
C -1.8913 -2.1697 -3.0105
C 1.5944 0.8137 2.1731
C -2.5924 -0.1339 -2.0668
C 2.1066 2.0757 2.9628
C -1.6607 0.6206 -0.9400
N -2.9232 -2.3391 -1.8531
N -3.2399 -1.2815 -1.3707
N -0.4336 -0.2043 -0.7912
N -2.5242 0.6610 0.2758
N -1.8258 -0.7665 -3.1250
H 1.1609 -2.0525 -0.4871
H 3.2817 -1.9637 0.7573
H 3.4136 -0.2888 2.6042
H 3.6366 0.6572 1.3012
H 1.2349 1.8790 0.2747
H -0.1682 1.5048 1.3317
H -0.9062 -2.6497 -2.7203
H -2.2659 -2.6338 -3.9263
H 1.0165 0.1533 2.8492
H -3.2561 0.6106 -2.3982
H 2.0765 2.1728 4.0713
H 1.4292 2.9184 2.7331
H 3.1706 2.2428 2.6498
H -1.3713 1.6846 -1.1781
H -2.2755 1.4350 0.8836
H -2.4166 -0.2601 0.6422
H -0.4754 -1.1327 -1.1749
H -1.9839 -0.4514 -4.0749
```

Results
2S+1: 3
Net charge: +1

***

Molecular formula: C10H18NOP
Method: DFT, ωB97M-V/def2-TZVPD

Structure (XYZ):
```
31
C10H18NOP (ωB97M-V/def2-TZVPD)
C 0.3666 1.3588 2.1044
C -1.8986 1.8043 -0.1315
C 1.1853 -1.6071 0.2899
C 2.0309 -0.6530 -0.2343
C 0.0390 0.9909 0.8968
C -1.1969 0.7005 0.1910
C 1.7940 -3.0030 0.5408
C -2.6190 -2.4094 -1.1289
C 1.5426 3.1745 -0.8740
C -2.6823 -0.8977 -0.7326
N 1.6448 0.6207 -0.3077
O -1.6182 -0.5911 0.1543
P 2.7290 1.8817 -0.1877
H 1.3707 1.6136 2.3049
H -0.3107 1.4684 2.8939
H -2.7725 1.8535 -0.6488
H -1.4155 2.7822 0.1553
H 0.1675 -1.5762 0.4996
H 3.1240 -0.8129 -0.5226
H 1.7218 -3.1538 1.6226
H 1.2526 -3.7462 -0.0839
H 2.8715 -2.9181 0.2746
H -2.5308 -2.9663 -0.2289
H -3.5296 -2.7171 -1.5932
H -1.6152 -2.6644 -1.6041
H 1.6070 3.1109 -1.9677
H 1.7972 4.2329 -0.6139
H 0.5644 2.8366 -0.4710
H -3.5730 -0.6706 -0.0888
H -2.8147 -0.2388 -1.6222
H 2.7682 2.1960 1.1138
```

Results
2S+1: 1

***

Molecular formula: C10H18NSi
Method: DFT, ωB97M-V/def2-TZVPD

Structure (XYZ):
```
30
C10H18NSi (ωB97M-V/def2-TZVPD)
C -2.7175 2.4990 -0.2348
C -3.1543 1.2264 -0.1028
C -1.3378 2.7947 -0.2199
C -2.2391 0.1856 0.0202
C -0.4599 1.7219 -0.1633
C -0.8578 0.4189 -0.0017
C 2.0199 0.3893 1.9113
C 1.7750 -2.8014 1.1657
C 1.0198 -0.5734 -1.3265
C 0.1060 -0.7516 -0.1631
N 0.2767 -0.3981 -2.6308
Si 0.9084 -1.1463 1.4824
H -3.3894 3.3019 -0.1109
H -4.2297 0.9713 -0.0572
H -0.9619 3.8954 -0.1026
H -2.5093 -0.8462 0.3658
H 0.5188 1.8719 0.0085
H 3.0579 0.6281 1.3552
H 1.2693 1.1861 1.7427
H 2.2293 0.3262 2.9088
H 1.3512 -3.2323 0.2500
H 2.8375 -2.6920 0.9323
H 1.5497 -3.5183 1.8937
H 1.5550 0.2893 -1.2224
H 1.7084 -1.4820 -1.3124
H -0.4752 -1.7363 -0.2920
H -0.2877 -1.1820 -3.0110
H 0.8534 -0.2075 -3.4690
H -0.3750 0.3084 -2.2498
H -0.0417 -1.4469 2.6334
```

Results
2S+1: 1
Net charge: +1
Structure (SMILES): C[SiH](C)[C@H](C[NH3+])c1ccccc1

***

no.,E (eV)
1,-35849.5534
2,-69231.1345
3,-23667.9473
4,-12149.0971
5,-23878.9579
6,-18099.4130
7,-23482.4141
8,-20022.1789